A molecular structure, C56H47ClCrIN3O3S2. Source: the Open Molecules 2025 dataset; level of theory: the ωB97M-V functional and the def2-TZVPD basis.

Last column: Löwdin spin population.
Positions of all 114 atoms, in Å:
Cr (0.90, -0.38, -0.04)  2.958
I (2.27, -1.20, 2.42)  0.001
C (1.72, -3.13, 1.81)  0.012
C (2.34, -4.20, 2.42)  0.002
C (1.96, -5.50, 2.08)  0.020
C (0.98, -5.67, 1.12)  -0.001
C (0.36, -4.59, 0.50)  0.018
C (-0.64, -4.80, -0.52)  0.013
C (-1.41, -3.79, -0.94)  0.015
C (-1.29, -2.42, -0.38)  0.011
C (0.05, -2.13, 0.21)  -0.038
C (0.68, -3.23, 0.85)  0.017
H (3.09, -4.02, 3.18)  0.000
H (2.42, -6.34, 2.57)  0.002
H (0.68, -6.67, 0.83)  -0.001
H (-0.75, -5.79, -0.92)  0.000
H (-2.16, -3.95, -1.71)  0.001
H (-1.58, -1.69, -1.13)  0.000
S (0.94, 5.39, 1.11)  0.000
C (1.39, 6.91, 1.72)  0.000
C (2.75, 7.07, 1.78)  0.000
C (3.44, 5.92, 1.33)  0.000
C (2.59, 4.92, 0.92)  0.000
C (2.93, 3.59, 0.41)  0.001
C (1.96, 2.57, 0.44)  0.011
N (2.17, 1.35, 0.00)  0.015
C (3.39, 1.05, -0.50)  0.005
C (4.43, 1.99, -0.59)  0.001
C (5.67, 1.58, -1.17)  -0.002
C (5.85, 0.34, -1.66)  -0.001
C (4.79, -0.64, -1.60)  -0.001
C (4.89, -1.93, -2.12)  0.011
C (3.82, -2.80, -2.04)  -0.001
C (2.65, -2.34, -1.42)  0.010
N (2.54, -1.13, -0.91)  -0.022
C (3.59, -0.27, -1.00)  0.007
C (3.85, -4.18, -2.54)  0.000
C (2.82, -5.08, -2.57)  -0.001
C (3.21, -6.33, -3.10)  0.000
C (4.52, -6.37, -3.46)  -0.001
S (5.30, -4.88, -3.15)  0.000
C (4.17, 3.29, -0.12)  0.007
H (0.63, 7.62, 2.00)  0.000
H (3.24, 7.96, 2.15)  0.000
H (4.51, 5.82, 1.33)  0.000
H (0.97, 2.77, 0.85)  0.001
H (6.48, 2.31, -1.22)  0.000
H (6.79, 0.05, -2.11)  0.000
H (5.82, -2.24, -2.60)  0.001
H (1.77, -2.96, -1.31)  -0.001
H (1.82, -4.86, -2.22)  0.000
H (2.53, -7.17, -3.21)  0.000
H (5.07, -7.19, -3.88)  0.000
H (4.94, 4.05, -0.20)  0.000
Cl (-0.40, 3.07, -1.92)  -0.001
C (0.93, 2.31, -2.75)  -0.012
C (1.85, 3.12, -3.39)  0.002
C (2.90, 2.56, -4.09)  -0.015
C (3.00, 1.17, -4.17)  0.002
C (2.06, 0.38, -3.52)  -0.011
C (1.02, 0.91, -2.75)  -0.001
C (0.14, 0.02, -1.97)  -0.057
H (1.73, 4.19, -3.34)  0.000
H (3.62, 3.19, -4.59)  -0.001
H (3.80, 0.71, -4.72)  0.000
H (2.15, -0.70, -3.59)  0.000
H (0.07, -0.95, -2.48)  0.003
H (-0.86, 0.43, -1.81)  0.002
O (-4.98, -3.58, 3.32)  0.000
C (-4.27, -2.46, 3.62)  0.000
C (-4.62, -1.67, 4.72)  0.000
C (-3.91, -0.51, 4.99)  0.000
C (-2.87, -0.11, 4.18)  0.000
C (-2.53, -0.89, 3.09)  0.000
C (-3.21, -2.08, 2.80)  0.001
C (-2.78, -2.89, 1.61)  0.001
O (-2.82, -4.10, 1.57)  0.001
O (-2.32, -2.07, 0.68)  0.007
H (-5.69, -3.67, 3.97)  0.000
H (-5.45, -1.97, 5.35)  0.000
H (-4.20, 0.10, 5.84)  0.000
H (-2.34, 0.81, 4.36)  0.000
H (-1.75, -0.58, 2.41)  0.000
C (1.42, 1.94, 4.15)  0.000
C (0.17, 2.55, 3.57)  0.001
C (-0.37, 3.70, 4.14)  0.000
C (-1.54, 4.24, 3.59)  0.000
C (-2.14, 5.48, 4.22)  0.000
C (-2.15, 3.67, 2.50)  0.000
C (-1.64, 2.48, 1.86)  0.000
C (-0.45, 1.97, 2.49)  0.005
N (-2.08, 1.83, 0.81)  0.000
C (-3.33, 2.18, 0.15)  0.000
C (-3.41, 1.29, -1.09)  0.000
C (-4.52, 1.83, 1.06)  0.000
C (-3.46, 3.65, -0.32)  0.000
H (1.78, 2.53, 5.00)  0.000
H (2.23, 1.90, 3.41)  0.000
H (1.24, 0.92, 4.50)  0.000
H (0.11, 4.17, 4.99)  0.000
H (-1.40, 6.03, 4.79)  0.000
H (-2.96, 5.22, 4.89)  0.000
H (-2.55, 6.15, 3.45)  0.000
H (-3.05, 4.14, 2.13)  0.000
H (-0.07, 1.05, 2.03)  0.004
H (-3.28, 0.25, -0.80)  0.000
H (-2.63, 1.56, -1.81)  0.000
H (-4.38, 1.40, -1.59)  0.000
H (-4.45, 0.78, 1.35)  0.000
H (-5.47, 2.00, 0.55)  0.000
H (-4.50, 2.44, 1.96)  0.000
H (-2.51, 4.02, -0.69)  0.000
H (-3.82, 4.31, 0.47)  0.000
H (-4.19, 3.70, -1.13)  0.000

The calculation puts the orbital gap (spin up / spin down) at 3.98 / 3.91 eV. As for the charge: -1. Its expectation value of S² is 3.847. The value obtained for the strongest force on any atom is 0.98 eV/A. As for the spin multiplicity: 4. As for the electronic energy: -5150.91992 Ha.

***

A molecular structure, C43H44Cl3N6O4PV in a non-equilibrium geometry. Source: the Open Molecules 2025 dataset; level of theory: the ωB97M-V functional and the def2-TZVPD basis.

Last column: Löwdin spin population.
Positions of all 102 atoms, in Å:
V (1.15, 1.32, 1.79)  1.068
C (2.51, -1.00, 2.79)  0.002
C (2.06, -0.31, 4.09)  0.002
N (1.79, 1.10, 3.82)  -0.007
C (2.88, 2.03, 4.15)  0.001
C (2.91, 3.23, 3.25)  0.000
N (2.69, 2.74, 1.90)  -0.014
C (3.91, 2.09, 1.29)  0.000
C (3.98, 0.59, 1.43)  -0.001
N (2.63, -0.05, 1.66)  -0.006
H (3.45, -1.54, 2.89)  0.000
H (1.72, -1.69, 2.41)  0.000
H (1.09, -0.71, 4.39)  0.000
H (2.80, -0.38, 4.94)  0.000
H (0.96, 1.42, 4.34)  0.000
H (2.91, 2.19, 5.23)  0.000
H (3.83, 1.44, 3.97)  0.000
H (2.21, 3.99, 3.51)  0.000
H (3.88, 3.64, 3.25)  -0.001
H (2.36, 3.44, 1.24)  0.001
H (3.88, 2.38, 0.20)  0.000
H (4.80, 2.53, 1.74)  0.000
H (4.48, 0.16, 0.55)  0.000
H (4.64, 0.27, 2.27)  0.000
H (2.29, -0.54, 0.81)  0.002
Cl (-5.95, 0.64, 1.70)  -0.001
C (-4.25, 1.24, 1.94)  -0.004
C (-3.26, 0.33, 1.87)  0.001
C (-1.99, 0.68, 2.08)  -0.005
Cl (-0.65, -0.41, 1.73)  0.001
C (-1.57, 1.97, 2.24)  -0.002
O (-0.25, 2.19, 2.34)  -0.050
C (-2.62, 2.86, 2.35)  -0.004
Cl (-2.26, 4.54, 2.63)  -0.001
C (-3.92, 2.53, 2.16)  0.001
H (-3.58, -0.70, 1.76)  0.000
H (-4.66, 3.30, 2.28)  0.000
C (1.26, -6.31, 3.35)  0.000
C (0.29, -5.33, 3.38)  0.000
C (0.15, -4.51, 2.28)  0.000
C (0.98, -4.62, 1.16)  0.000
C (1.88, -5.65, 1.11)  0.000
C (2.04, -6.51, 2.21)  0.000
P (0.97, -3.23, 0.02)  0.000
C (-0.62, -3.20, -0.81)  0.000
C (-1.06, -1.95, -1.22)  0.000
C (-2.33, -1.78, -1.77)  0.000
C (-3.12, -2.84, -2.06)  0.000
C (-2.67, -4.12, -1.73)  0.000
C (-1.44, -4.30, -1.11)  0.000
C (2.12, -3.78, -1.30)  0.000
C (3.45, -3.39, -1.24)  0.000
C (4.27, -3.65, -2.32)  0.000
C (3.80, -4.46, -3.35)  0.000
C (2.56, -5.10, -3.28)  0.000
C (1.67, -4.68, -2.31)  0.000
H (1.43, -6.94, 4.17)  0.000
H (-0.27, -5.17, 4.30)  0.000
H (-0.63, -3.74, 2.30)  0.000
H (2.66, -5.71, 0.32)  0.000
H (2.82, -7.26, 2.24)  0.000
H (-0.45, -1.08, -1.25)  0.000
H (-2.73, -0.79, -2.07)  0.000
H (-3.99, -2.68, -2.65)  0.000
H (-3.37, -4.98, -1.95)  0.000
H (-1.15, -5.28, -0.84)  0.000
H (3.71, -2.77, -0.34)  0.000
H (5.27, -3.25, -2.46)  0.000
H (4.48, -4.73, -4.12)  0.000
H (2.27, -5.81, -4.07)  0.000
H (0.66, -5.11, -2.24)  0.000
N (-2.19, 1.81, -0.61)  0.000
C (-2.73, 2.58, -1.30)  0.000
N (-3.49, 3.43, -2.01)  0.000
C (-4.41, 2.94, -3.04)  0.000
C (-5.80, 3.57, -2.73)  0.000
O (-5.68, 4.97, -2.70)  0.000
C (-4.87, 5.37, -1.59)  0.000
C (-3.43, 4.88, -1.75)  0.000
H (-4.43, 1.85, -2.99)  0.000
H (-4.10, 3.31, -4.01)  0.000
H (-6.16, 3.13, -1.80)  0.000
H (-6.43, 3.29, -3.57)  0.000
H (-5.21, 4.95, -0.64)  0.000
H (-4.93, 6.46, -1.52)  0.000
H (-2.85, 5.00, -0.86)  0.000
H (-2.98, 5.32, -2.67)  0.000
O (0.50, 3.82, 0.03)  0.002
C (0.60, 2.81, -0.68)  0.004
N (1.10, 1.60, -0.15)  0.001
C (1.36, 0.82, -1.33)  0.005
O (2.03, -0.18, -1.29)  0.001
C (0.78, 1.50, -2.50)  0.001
C (0.70, 1.10, -3.84)  0.000
C (0.27, 2.08, -4.73)  0.000
C (-0.11, 3.40, -4.34)  0.001
C (-0.12, 3.69, -3.00)  0.000
C (0.34, 2.73, -2.10)  0.000
H (0.97, 0.13, -4.14)  0.000
H (0.21, 1.94, -5.78)  0.000
H (-0.37, 4.19, -5.04)  0.000
H (-0.33, 4.68, -2.65)  0.000

The calculation puts the orbital gap (spin up / spin down) at 4.36 / 5.03 eV. As for the charge: +2. Its expectation value of S² is 0.768. The value obtained for the strongest force on any atom is 3.83 eV/A. The calculation puts the energy above the lowest of the compared OMol25 structures with the same formula, charge and spin at 0.0 kJ/mol. As for the spin multiplicity: 2. As for the electronic energy: -4959.88939 Ha.

***

2 unconnected molecules or ions with the total composition C2H8N4 in a non-equilibrium geometry. Source: the Open Molecules 2025 dataset; level of theory: the ωB97M-V functional and the def2-TZVPD basis.

Last column: Mulliken charge in e.
Positions of all 14 atoms, in Å:
C (-1.20, -1.22, -0.39)  -0.763
N (-0.99, -0.30, 0.74)  -0.165
H (-1.46, -0.60, 1.59)  0.318
H (-1.11, 0.71, 0.45)  0.483
H (-0.58, -0.89, -1.22)  0.298
H (-2.24, -1.17, -0.69)  0.346
H (-0.91, -2.23, -0.13)  0.324
C (1.11, 1.82, -0.79)  -0.320
N (0.55, 0.01, 1.17)  -0.110
N (0.17, 1.79, 0.01)  -0.709
N (1.31, -0.77, 0.56)  -0.479
H (2.21, -0.73, 1.05)  0.268
H (1.92, 1.03, -0.74)  0.223
H (1.22, 2.55, -1.61)  0.286

The calculation puts the orbital gap (spin up / spin down) at 7.60 / 7.60 eV. As for the charge: 0. The value obtained for the strongest force on any atom is 1.24 eV/A. The calculation puts the energy above the lowest of the compared OMol25 structures with the same formula, charge and spin at 523.1 kJ/mol. As for the spin multiplicity: 1. As for the electronic energy: -299.83146 Ha.